--- A ---
ORCA calculation (wB97M-V/def2-TZVPD) on a 4-piece molecular cluster, H8O4 overall.

```
12
Properties=species:S:1:pos:R:3
O -0.80014 -1.32798 0.23602
O -1.00737 1.39010 -0.81265
O 1.33260 0.21543 -0.82284
O 0.10148 0.53136 1.62911
H -0.18015 1.37648 -1.24509
H 0.08361 -1.15643 -0.13874
H -1.34728 0.50136 -0.85827
H -0.99858 -2.25672 0.12132
H 2.23321 -0.05389 -1.10631
H -0.67307 0.71508 1.05041
H 1.24212 0.48221 0.13804
H 0.01355 -0.41699 1.80899
```

Molecular weight   72.1 g mol⁻¹
LUMO energy   0.441 eV
2S+1   1
HOMO energy   -0.4018 hartree
Frontier orbital gap   11.38 eV
SMILES   O.O.O.O

--- B ---
ORCA calculation (wB97M-V/def2-TZVPD) on a 4-piece molecular cluster, H8O4 overall.

```
12
Properties=species:S:1:pos:R:3
O -1.16817 -1.67800 0.82500
O 1.28583 -0.68200 -1.80000
O -0.51717 2.18500 -0.04800
O 1.21183 -0.12600 0.86600
H -1.24817 -1.95300 -0.09200
H 1.40283 -0.30600 -0.91300
H -1.22417 2.15500 0.51300
H 0.44683 -0.71100 0.92200
H 0.84783 0.75500 0.84600
H -0.35117 3.06800 -0.41300
H 1.22283 -1.64200 -1.61700
H -1.90917 -1.06500 0.91100
```

Molecular weight   72.1 g mol⁻¹
LUMO energy   0.248 eV
2S+1   1
HOMO energy   -0.3859 hartree
Frontier orbital gap   10.75 eV
SMILES   O.O.O.O

Which structure above is the least stable one? B is the least stable one.